C41H112N14O14 | ωB97M-V/def2-TZVPD

Computed properties:
HOMO-LUMO gap	7.955	eV
ΔE to the lowest compared entry with this formula, charge and spin	211.69	kJ/mol
SMILES	COC[C@H](C)N.COC[C@H](C)N.COC[C@H](C)N.COC[C@H](C)N.COC[C@H](C)N.COCCNCCOC.COCCNCCOC.COCCNCCOC.NC(N)=O.NC(N)=O.NC(N)=O
LUMO level	0.205	eV
largest force on an atom	2.7	eV/A
electronic energy	-3449.096756	Ha

CARTESIAN COORDINATES (ANGSTROEM)
1 H -2.44115 2.81264 4.58953
2 H 2.78355 2.90765 2.15104
3 C 0.32938 -0.26976 0.72406
4 C -5.40058 -6.48048 -1.03157
5 H -8.33136 -7.94653 -0.95679
6 O 5.85548 4.31346 0.37719
7 H 1.53655 -2.38298 0.07687
8 H 4.19570 4.97750 -0.31401
9 C 1.41043 0.47981 -3.95834
10 O -4.98180 -0.63080 4.86826
11 C 2.90769 -6.74816 -3.08060
12 H 3.32807 -4.42074 -2.68987
13 H -1.66639 4.31401 -2.02159
14 H 2.72740 -3.30053 0.50008
15 O 5.33405 0.04270 -2.60412
16 H 3.16973 3.83881 5.86301
17 H 1.74507 -0.01086 2.35286
18 H -3.09251 -7.73606 1.22009
19 H -0.87136 -6.15006 -3.39263
20 H 5.27263 1.87776 -1.83099
21 H 1.84502 -2.61054 -3.07094
22 H -4.24913 -1.66224 1.19985
23 H 7.85767 5.00137 1.79713
24 C -3.82110 -2.86366 -4.01571
25 H -1.15079 5.02593 6.17227
26 H 2.11470 7.43638 -2.00879
27 C 0.14410 3.70635 5.10943
28 H 3.72975 6.91886 -2.00095
29 H -5.17818 -0.08181 2.34592
30 H -4.95868 4.36249 0.75000
31 H 3.30616 -0.29628 -3.81474
32 N -2.06859 3.67785 -1.36064
33 H -4.66544 -2.39491 5.93455
34 H -3.55371 3.54788 2.41008
35 N 2.87358 0.62112 -3.88014
36 O 0.70320 7.15915 0.82978
37 H -2.06815 -1.07983 1.24128
38 H -0.12997 0.06173 -5.32252
39 C 2.33907 3.12167 5.87943
40 H 2.96841 6.54418 0.73239
41 H 0.59590 6.05416 -0.91751
42 H 2.56608 2.49899 6.75365
43 C -2.01716 -3.22592 1.17281
44 H -4.75507 4.27905 3.47693
45 H -3.15569 0.11206 5.47145
46 C 1.11832 -3.08653 -2.41558
47 H -5.64423 -3.07510 -2.98080
48 H 3.59452 1.35702 1.98143
49 H 3.58471 -5.04501 -1.04296
50 N 7.85416 -0.13354 2.97739
51 H 2.48375 -0.46249 0.79879
52 O 1.12071 3.80768 6.12166
53 C 3.00480 2.11224 1.43917
54 N -2.35725 3.77327 4.91940
55 H -0.80477 -5.33078 -4.96688
56 H -4.92750 6.10114 0.36297
57 H 8.11464 5.13468 -1.69301
58 C -1.42531 -1.86580 0.79821
59 H -2.04612 -3.28441 2.27509
60 C -3.60956 0.80866 3.50439
61 C 2.63003 6.18424 -0.25116
62 H -5.21355 -3.03724 0.61336
63 C -4.00900 -6.92208 -0.59770
64 N -2.21643 1.25617 3.33646
65 H -0.22413 7.97524 -0.81442
66 H 8.49554 -0.30407 2.22768
67 C 2.36077 -1.96196 -5.80137
68 H -4.49734 -3.05683 2.25956
69 C -3.79988 4.47475 2.96667
70 H -2.07110 -6.49178 -4.76027
71 H 3.72950 2.45008 0.69199
72 H 0.52431 2.35087 0.00010
73 H 7.12256 -1.01871 -2.77560
74 N 7.20980 4.89615 -1.33803
75 H -2.14190 1.79473 2.47243
76 H 8.11662 -0.36431 3.91715
77 H 0.98934 1.45223 -3.69389
78 H 3.19349 8.20000 -0.87649
79 H 7.08832 0.18320 -1.51088
80 H 7.22595 0.69389 -3.17331
81 O -1.88658 2.19510 0.36529
82 C 6.50253 -0.03678 2.73429
83 H 3.84929 -7.08781 -2.60791
84 O 1.10942 -1.50300 -5.33977
85 H -3.06279 3.73691 -1.25006
86 C -3.65629 -0.24874 4.56789
87 C -1.47347 -5.75946 -4.20207
88 C 6.71599 -0.03764 -2.52828
89 H 3.05621 0.84687 -1.73120
90 H -4.79685 -7.48223 1.39188
91 H -1.80279 5.13253 3.23932
92 C 1.12044 6.08269 0.04569
93 C 2.82117 -4.82586 -1.80183
94 H 2.80209 -1.38380 -6.61426
95 C 1.81606 -3.81418 -1.29901
96 O -3.27719 -3.42642 0.58630
97 H -3.80765 -6.09262 1.34675
98 H -6.09944 -1.43326 6.33491
99 C 2.94088 7.23089 -1.31346
100 C -2.88088 -3.86987 -4.65004
101 H -0.65934 8.67690 0.68454
102 N 6.14189 -0.17369 1.38785
103 H 1.05582 5.17309 0.65385
104 H 3.07651 -1.94212 -4.96441
105 H -2.95490 -5.82339 -2.02425
106 H -5.37722 -6.25755 -2.10934
107 C 6.98291 4.58699 -0.01925
108 H 1.03452 -4.37608 -0.75582
109 C -3.90441 -7.08732 0.89594
110 O -6.34586 -7.47782 -0.72004
111 H -3.15504 -1.13274 4.13636
112 N -0.04582 -1.62196 1.17764
113 H -5.65621 -5.53885 -0.51126
114 H -1.53948 -1.68913 -0.27573
115 O 2.16303 -6.02205 -2.16045
116 H 5.20375 1.89221 -3.62369
117 C -4.35347 -2.75178 1.21737
118 H -3.49290 -4.46670 -5.34923
119 H -2.12863 -3.34712 -5.26122
120 H 1.41079 0.41193 -6.14038
121 H -2.62975 -1.28296 -3.07968
122 H -3.80126 -1.98451 -1.96958
123 H 0.47028 3.41277 -1.38880
124 H 3.25462 -6.16877 -3.94480
125 H -3.18298 -5.03548 -0.60067
126 H 2.99761 2.34923 -2.65716
127 C -1.20976 4.04034 5.70747
128 N 2.35661 -2.85754 -0.33999
129 C 0.20362 8.27811 0.15756
130 H -4.35534 1.16906 1.47990
131 H -1.27734 -3.98776 0.90347
132 H 2.25063 -3.02297 -6.02072
133 H 6.46397 4.62221 -1.95391
134 H 2.78440 4.23579 -0.00486
135 H -3.67058 -7.78646 -1.17974
136 H 0.45684 -3.73046 -2.99628
137 H 5.14912 -0.24385 1.23312
138 C -2.60689 4.74768 3.86796
139 H 0.36006 4.41020 4.28607
140 H 2.40387 -7.66212 -3.38380
141 H -0.43689 0.43041 1.08223
142 N -2.96802 -5.94766 -1.01649
143 H 0.11575 -1.72934 2.17234
144 H -1.28980 3.34667 6.55692
145 O -3.93544 5.56871 2.09413
146 H -1.58079 0.46901 3.26821
147 N 0.00905 2.76339 -0.77952
148 O -2.30789 -4.73355 -3.72217
149 H 2.32267 2.51048 4.97881
150 H 1.06663 -0.19538 -3.15859
151 H -2.94278 5.62966 4.44886
152 C 4.84953 1.38431 -2.71920
153 H 1.00036 8.98393 -0.08203
154 C -7.64796 -7.10272 -1.06927
155 H -2.42805 -2.91276 -2.33706
156 H -7.76206 -6.78628 -2.11547
157 N 3.23320 4.88220 -0.65475
158 H 0.14999 2.69207 4.68863
159 C 3.33898 1.30890 -2.68862
160 H -4.20740 1.69305 3.75225
161 C -3.12791 -2.21761 -2.80017
162 O 5.68104 0.13356 3.60748
163 H 8.98058 4.57590 0.54142
164 C -4.97983 5.37416 1.16885
165 H -3.64430 -0.51509 1.73427
166 C 1.68376 0.12700 1.26475
167 H 0.39377 -0.26810 -0.36750
168 H -8.02225 -6.30166 -0.41489
169 H -4.16101 -2.13390 -4.74859
170 C -4.17444 0.34060 2.15847
171 H -4.58178 -0.88655 6.90643
172 H -5.90597 5.52752 1.73822
173 C -5.04836 -1.37428 6.03959
174 O 1.88396 1.47455 0.87366
175 H 0.34461 -2.39912 -2.05680
176 H -4.70166 -4.41603 -3.05111
177 N -5.02820 -3.60985 -3.57659
178 C -1.34664 2.84727 -0.53120
179 C 0.95391 -0.08962 -5.28265
180 N 8.04166 4.73190 0.85179
181 H 6.65983 -0.90137 0.91789

Atomic partial charges in e from the Löwdin method, atoms 1 to 99:
1. H 0.06
2. H 0.09
3. C -0.20
4. C -0.22
5. H 0.08
6. O 0.00
7. H 0.03
8. H 0.03
9. C -0.20
10. O -0.17
11. C -0.14
12. H 0.12
13. H 0.09
14. H 0.07
15. O -0.19
16. H 0.08
17. H 0.13
18. H 0.08
19. H 0.09
20. H 0.12
21. H 0.06
22. H 0.03
23. H 0.10
24. C -0.38
25. H 0.13
26. H 0.07
27. C -0.24
28. H 0.07
29. H 0.09
30. H 0.08
31. H 0.08
32. N 0.16
33. H 0.09
34. H 0.10
35. N -0.04
36. O -0.17
37. H 0.09
38. H 0.12
39. C -0.10
40. H 0.14
41. H 0.11
42. H 0.08
43. C -0.20
44. H 0.13
45. H 0.13
46. C -0.04
47. H 0.06
48. H 0.07
49. H 0.13
50. N 0.15
51. H 0.11
52. O -0.19
53. C -0.09
54. N -0.06
55. H 0.09
56. H 0.08
57. H 0.09
58. C -0.20
59. H 0.12
60. C -0.40
61. C -0.42
62. H 0.09
63. C -0.42
64. N 0.05
65. H 0.09
66. H 0.09
67. C -0.11
68. H 0.10
69. C -0.25
70. H 0.09
71. H 0.07
72. H 0.07
73. H 0.09
74. N 0.16
75. H 0.04
76. H 0.10
77. H 0.11
78. H 0.07
79. H 0.07
80. H 0.09
81. O -0.01
82. C -0.66
83. H 0.09
84. O -0.20
85. H 0.09
86. C -0.20
87. C -0.09
88. C -0.15
89. H 0.12
90. H 0.08
91. H 0.12
92. C -0.23
93. C -0.21
94. H 0.09
95. C -0.44
96. O -0.23
97. H 0.07
98. H 0.09
99. C -0.07